{"formula": "C12H24Cl6O9", "method": "ωB97M-V with the def2-TZVPD basis set", "species": ["C", "O", "C", "O", "O", "C", "H", "H", "H", "H", "H", "H", "C", "O", "C", "O", "O", "C", "H", "H", "H", "H", "H", "H", "C", "O", "C", "O", "O", "C", "H", "H", "H", "H", "H", "H", "C", "Cl", "Cl", "H", "H", "C", "Cl", "Cl", "H", "H", "C", "Cl", "Cl", "H", "H"], "xyz": [[3.342, 2.631, -3.442], [2.466, 1.646, -2.927], [1.134, 1.966, -2.489], [0.613, 3.074, -2.454], [0.563, 0.824, -2.009], [-0.815, 0.852, -1.698], [4.328, 2.188, -3.298], [3.199, 3.562, -2.894], [3.206, 2.916, -4.485], [-1.458, 0.667, -2.558], [-1.221, 1.679, -1.115], [-0.997, -0.054, -1.119], [4.323, -7.763, 6.200], [3.847, -6.962, 5.107], [3.623, -5.634, 5.305], [3.952, -4.950, 6.322], [3.037, -5.104, 4.199], [2.565, -3.745, 4.084], [4.367, -8.836, 6.014], [3.739, -7.629, 7.111], [5.321, -7.337, 6.300], [2.137, -3.446, 3.127], [3.398, -3.057, 4.227], [1.811, -3.650, 4.865], [-3.579, -5.337, 5.074], [-4.379, -5.373, 3.952], [-4.163, -4.635, 2.852], [-3.369, -3.636, 2.844], [-4.734, -5.234, 1.742], [-5.063, -4.453, 0.567], [-3.654, -4.348, 5.525], [-2.517, -5.563, 4.977], [-3.968, -6.122, 5.722], [-6.118, -4.188, 0.642], [-4.932, -5.102, -0.299], [-4.503, -3.520, 0.609], [4.459, 9.457, -1.082], [4.941, 9.001, -2.739], [3.665, 11.007, -0.922], [3.697, 8.784, -0.688], [5.315, 9.387, -0.411], [-0.274, 7.732, -4.759], [-0.316, 8.296, -6.427], [-0.686, 9.107, -3.841], [-1.090, 7.027, -4.598], [0.705, 7.265, -4.645], [-5.381, 3.363, -7.334], [-4.780, 3.056, -5.709], [-4.001, 3.021, -8.358], [-6.204, 2.730, -7.667], [-5.551, 4.438, -7.402]], "forces_ev_per_angstrom": [[-0.2051, 0.8689, 0.4911], [-3.5587, -0.5151, 0.8183], [0.9365, 0.9433, 0.0824], [1.3758, -2.1768, -0.4961], [1.4066, 1.2879, -0.9481], [-1.3003, -1.0864, 0.4011], [-0.0245, 0.3486, -0.0232], [0.3568, -0.0062, 0.2563], [-0.3364, -0.5886, -0.1877], [0.3206, 0.5461, -0.4752], [0.6837, 0.3402, -0.2174], [0.3431, 0.0568, 0.2903], [0.9858, 1.3800, 0.5466], [-1.6202, 0.8260, -0.7052], [0.9157, 2.6421, 2.4542], [-1.2494, -2.7907, -3.4351], [0.3013, -1.5390, -0.6116], [0.5994, 0.1618, 1.7016], [-0.2224, 0.3502, -0.8940], [-0.0049, 0.3379, -0.1079], [0.2122, -0.6572, 0.8952], [0.0356, -1.2220, -0.2209], [-0.0389, -0.0243, 0.4343], [0.0774, 0.5350, -0.0593], [0.7115, 0.6545, 1.7205], [-1.3414, -0.6651, -3.1125], [3.5902, 2.3690, -0.6680], [-3.4654, -3.5155, -0.2747], [0.2180, 0.5675, 2.0600], [-0.1730, 0.3654, 1.1374], [0.0204, -0.1009, 0.3157], [0.0229, 0.0604, -0.8753], [-0.1815, 0.3085, 0.1191], [-0.0830, -0.0965, -0.0320], [0.3932, 0.3008, 0.1404], [0.2970, -0.2456, -0.5331], [-0.3355, -0.8141, 0.5978], [-0.2106, 0.2359, 0.5540], [0.1718, 0.6526, -0.2426], [0.2956, -0.3867, -0.5281], [0.0659, 0.3055, -0.3867], [-0.4954, -0.9385, -1.1045], [0.0550, -0.3991, -1.1184], [0.2109, 1.1235, 1.8072], [0.3797, -0.2076, -0.2338], [-0.1425, 0.4049, 0.6625], [0.7768, 0.4502, -0.0714], [-0.7289, -0.1929, 0.7620], [0.3534, -0.1157, -1.1382], [0.0312, 0.1907, 0.5175], [-0.4256, -0.3299, -0.0650]], "gap_ev": 10.96, "relative_energy_kcal_mol": 41.1, "total_energy_ha": -3909.848939}